1.
Here is 13 unconnected molecules or ions with the total composition C6H37NO13 at a distorted geometry from the OMol25 dataset. Energies are from ωB97M-V/def2-TZVPD.

```
57
Properties=species:S:1:pos:R:3:nbo_charge:R:1
O -3.68011 1.58970 1.94824 -0.97
O 0.66396 -1.30358 -3.70279 -0.97
O -2.36577 -3.00810 -2.02572 -0.96
O 2.57071 -3.14572 -1.05248 -0.95
O 2.35753 -0.38114 -1.49815 -1.02
O -4.47601 -1.31324 -1.26339 -0.95
O 2.05411 3.62960 -0.18106 -0.98
O 5.23121 0.89971 -0.01397 -0.94
O 3.51963 1.93751 -1.85797 -1.00
O -0.34262 2.90287 -1.99783 -0.74
O -2.16910 1.07060 4.25989 -0.93
O 2.19068 0.36593 1.09402 -0.97
O 2.02035 1.34844 3.78696 -1.00
N 0.03251 -2.82814 -0.01288 -0.85
C -0.52649 -1.52009 -0.10827 -0.01
C -1.20547 2.05539 -1.28932 -0.05
C -0.67073 1.39715 -0.02022 -0.45
C -1.65782 0.51192 0.77774 -0.38
C -1.93445 -1.85606 1.87023 -0.64
C -1.27251 -0.95591 0.84585 -0.07
H -1.69099 0.86102 1.77215 0.20
H -2.61073 -2.54669 1.35346 0.20
H 2.21704 3.05786 -0.94424 0.50
H 0.24449 0.87764 -0.25545 0.23
H -2.44226 -2.25580 -2.61941 0.47
H 4.35453 1.45221 -1.88964 0.50
H -1.49268 1.36038 -2.08584 0.17
H 0.35090 -2.12228 -3.31448 0.48
H -2.56631 0.55652 0.19849 0.20
H -0.11246 -1.03646 -1.01332 0.19
H 2.45968 -0.37383 0.55973 0.48
H 4.46322 0.32095 -0.09116 0.47
H 4.97274 1.51771 0.67653 0.47
H -4.02729 2.48529 1.87350 0.47
H -2.35845 0.23753 3.80387 0.47
H -0.37545 -3.37425 0.73074 0.36
H -0.20984 -3.44425 -0.78081 0.36
H -2.57896 -1.25597 2.52819 0.20
H 1.96741 -3.13596 -1.79589 0.47
H -1.30231 -2.49658 2.47744 0.22
H -4.79009 -1.85448 -0.53413 0.48
H 0.50943 -1.23312 -4.64489 0.50
H -1.43780 1.44651 3.75487 0.48
H 2.36453 1.49670 2.91220 0.51
H -0.28549 2.17279 0.72988 0.21
H -2.99684 -2.76801 -1.33215 0.49
H -2.13209 2.67761 -1.13690 0.15
H 0.04614 3.62913 -1.50227 0.48
H -3.27598 1.61794 2.84871 0.48
H -4.19223 -0.46130 -0.90532 0.49
H 2.83914 1.25165 -2.01254 0.49
H 1.96807 0.51980 4.24822 0.49
H 2.91086 3.92829 0.13086 0.48
H 2.38498 -1.27854 -1.11735 0.50
H 1.96966 -0.61209 -2.37002 0.50
H 2.18034 1.20630 0.60454 0.49
H 2.33548 -3.82104 -0.41644 0.50
```

Calculated values
LUMO energy	-0.2	eV
total charge	0
ΔE to the lowest compared entry with this formula, charge and spin	109.6	kcal per mole
HOMO level	-8.2	eV
Kohn-Sham gap	0.297	Eh
calculated total energy	-1283.583375	hartree
strongest force on any atom	0.060	hartree/bohr

2.
Here is 14 unconnected molecules or ions with the total composition C6H37NO14 at a distorted geometry from the OMol25 dataset. Energies are from ωB97M-V/def2-TZVPD.

```
58
Properties=species:S:1:pos:R:3:nbo_charge:R:1
O 1.13063 -1.71127 3.75466 -0.98
O 3.28059 2.53632 0.23593 -0.98
O -4.22874 -0.94922 3.13309 -0.97
O -4.11920 3.56523 1.01455 -0.93
O 3.56337 -1.34828 -3.76304 -0.91
O 1.86680 -3.04009 1.34207 -0.96
O 1.61148 -0.46060 1.59862 -1.02
O 1.93402 4.15404 -2.05282 -0.93
O 3.69245 0.41464 -1.62248 -0.94
O 1.43223 -1.22679 -1.00574 -0.78
O -2.02303 -1.98558 -0.23377 -0.96
O -0.42286 1.42676 3.42129 -0.95
O -0.63611 -4.01258 1.21404 -0.99
O -2.63120 -3.19494 2.75431 -0.94
N -1.97808 2.01255 -2.54779 -0.44
C -2.62422 2.98827 -2.93907 -0.03
C 0.10165 -1.00401 -1.37603 -0.08
C -0.79515 2.08836 -1.69617 0.19
C -0.78370 2.58253 -0.44508 -0.50
C 0.07716 -0.15374 -2.63963 -0.43
C 0.40539 1.33914 -2.30729 -0.46
H -1.57131 -2.64403 0.23947 0.49
H -3.79434 -1.80675 2.98419 0.50
H 0.00824 1.22897 4.26431 0.48
H 1.39627 -0.13140 2.48820 0.52
H 3.79577 -2.10366 -3.17877 0.46
H 1.19140 0.11196 0.88009 0.50
H 0.33148 -3.88555 0.98088 0.51
H -0.00062 2.47424 0.25626 0.19
H -2.44904 4.03038 -2.53192 0.16
H 3.38969 1.14344 -2.03249 0.47
H -1.59250 2.70413 0.16315 0.20
H 0.86596 -0.43322 -3.42219 0.21
H -0.55614 -0.53265 -0.66831 0.20
H -0.72987 -4.86671 1.53966 0.47
H 1.96025 -2.06274 4.15859 0.48
H -2.85355 -2.27013 -0.46419 0.47
H 1.04031 4.47221 -2.26462 0.46
H -3.35650 3.55491 1.55104 0.47
H 2.16427 -2.19471 1.05170 0.49
H -4.38548 -0.56779 2.29483 0.46
H 1.57097 -1.68752 -0.14426 0.47
H 1.63565 4.02938 -1.07336 0.47
H 2.91680 -0.07418 -1.36601 0.48
H 2.53623 2.32602 1.04904 0.46
H 2.73525 -1.16048 -3.34030 0.46
H -0.10965 -2.02454 -1.55802 0.18
H -0.86482 0.66071 3.13063 0.48
H -4.39201 2.69780 0.95394 0.46
H 2.69169 -3.49269 1.55439 0.49
H 1.29022 1.65053 -1.79424 0.24
H -3.55346 2.66629 -3.51422 0.18
H -0.98666 -0.29058 -3.02594 0.25
H -1.72994 -2.97981 2.88570 0.49
H 3.57081 1.62472 -0.13217 0.50
H 1.01126 -2.05477 2.89412 0.49
H 0.57460 1.97872 -3.29826 0.23
H -2.60466 -4.11127 2.64941 0.47
```

Calculated values
LUMO energy	-0.5	eV
total charge	0
ΔE to the lowest compared entry with this formula, charge and spin	159.5	kcal per mole
HOMO level	-9.2	eV
Kohn-Sham gap	0.321	Eh
calculated total energy	-1358.728268	hartree
strongest force on any atom	0.097	hartree/bohr

3.
Here is 13 unconnected molecules or ions with the total composition C6H38NO17S at a distorted geometry from the OMol25 dataset. Energies are from ωB97M-V/def2-TZVPD.

```
63
Properties=species:S:1:pos:R:3:nbo_charge:R:1
S -0.99105 0.23071 -1.12629 2.76
O -1.78337 -0.10570 0.03058 -1.10
O -1.30972 -2.81663 -2.91859 -1.02
O -0.21450 0.11471 -4.47398 -1.01
O -3.12651 3.20721 -0.86191 -0.97
O 0.36996 -0.19970 -0.86956 -1.10
O -1.54334 -0.43491 -2.28970 -1.05
O -0.12071 -2.53168 4.28521 -0.52
O 1.84773 -2.33422 -1.65564 -0.99
O -3.13799 -2.32693 0.77173 -1.01
O 3.78699 2.05309 1.22004 -0.53
O 0.53046 3.03241 -2.75650 -1.02
O 0.42142 3.09604 0.57939 -0.97
O 2.02053 0.60804 -2.91333 -1.01
O -3.75702 0.19834 -3.52417 -1.00
O -4.39896 0.51284 -0.72974 -0.97
O -1.00497 1.63945 -1.29858 -1.07
O -2.80784 1.21066 2.30996 -0.96
N 1.44701 -0.80137 1.36681 -0.55
C 4.52681 2.70984 0.22566 -0.27
C 0.42335 -1.27057 2.25846 -0.27
C 0.98298 -2.13084 3.47329 -0.07
C 0.31157 -3.48589 5.30906 -0.28
C 2.21627 0.44795 1.74869 -0.26
C 3.17975 0.89887 0.70494 -0.07
H 2.18854 -1.48396 1.14311 0.41
H 1.54533 1.25954 1.68983 0.26
H -0.18382 1.15139 -4.63646 0.48
H -3.62417 0.01875 -0.69050 0.46
H 1.59746 -1.42609 4.16192 0.16
H -3.83645 -2.20542 0.07851 0.46
H 3.85606 2.98823 -0.62363 0.20
H -0.13875 3.18194 1.30192 0.47
H -0.20581 2.61737 -2.31584 0.48
H -2.64298 0.48538 2.96015 0.45
H 1.50751 -3.18000 -1.81416 0.49
H 0.14981 -4.47068 4.94071 0.18
H -2.31087 2.85462 -1.24914 0.48
H 1.34088 0.46600 -3.61527 0.50
H 2.50008 1.10467 -0.17588 0.21
H -2.87194 0.03238 -3.00500 0.49
H -0.19510 -3.35599 6.21588 0.20
H -2.55649 -1.40882 0.52420 0.50
H 3.72894 -0.05956 0.47364 0.15
H -3.66111 1.07293 -3.88143 0.47
H -2.21072 -3.08651 -3.22222 0.46
H 5.08973 3.69357 0.38098 0.20
H 2.83265 0.30241 2.66968 0.21
H -4.69135 0.44423 -1.64738 0.49
H 1.08393 -0.66990 0.38691 0.49
H -2.28896 0.88496 1.50608 0.49
H -0.31801 -0.44574 2.31980 0.26
H -1.39240 -1.78001 -2.67293 0.49
H 1.66165 -2.93984 3.27325 0.18
H 1.52966 0.27710 -2.12869 0.48
H -0.25535 -2.08987 1.63210 0.25
H 1.26670 -3.52074 5.82973 0.18
H -0.88180 -0.15316 -3.69879 0.51
H 1.29965 -1.65388 -1.20300 0.49
H 5.38602 2.01561 -0.22582 0.16
H 1.23204 2.36996 -2.92564 0.49
H 0.00426 2.79792 -0.17347 0.50
H -3.40369 2.38945 -0.44899 0.48
```

Calculated values
LUMO energy	1.9	eV
total charge	-1
ΔE to the lowest compared entry with this formula, charge and spin	0.0	kcal per mole
HOMO level	-7.4	eV
Kohn-Sham gap	0.344	Eh
calculated total energy	-1983.392222	hartree
strongest force on any atom	0.097	hartree/bohr

> Which formula does entry 3 have?

C6H38NO17S